The following is a quantum chemistry calculation of C25H21N3O5 in the gas phase, from OMol25.

Bonds (Å) are listed after each position.
Geometry (Å):
1 O -6.51 2.18 -0.02  C3 1.217
2 C 0.11 -1.24 0.02  C4 1.507, O22 1.218, N38 1.350
3 C -6.11 1.05 -0.24  O1 1.217, N14 1.362, C21 1.486
4 C 1.62 -1.15 -0.04  C2 1.507, C26 1.348, N49 1.409
5 C -8.38 0.20 -0.47  H7 1.098, N14 1.437, C19 1.513, H53 1.096
6 C 4.22 1.91 1.30  C11 1.393, H33 1.081, C41 1.383
7 H -8.88 0.15 -1.45  C5 1.098
8 C -2.86 -0.86 0.17  H23 1.077, C40 1.381, C43 1.394
9 H 4.90 4.98 -0.94  C13 1.079
10 H -4.10 2.65 -0.82  C31 1.079
11 C 3.39 2.17 0.21  C6 1.393, C45 1.488, C47 1.393
12 H -6.61 -0.90 -0.64  N14 1.008
13 C 4.71 4.12 -0.31  H9 1.079, C18 1.385, C47 1.382
14 N -6.96 0.04 -0.59  C3 1.362, C5 1.437, H12 1.008
15 H 3.28 -0.22 0.57  N49 1.015
16 O -10.28 -0.71 0.61  C19 1.334, H32 0.971
17 C 4.60 -1.63 -0.83  H28 1.081, C42 1.398, C46 1.383
18 C 5.54 3.84 0.76  C13 1.385, H34 1.080, C41 1.386
19 C -8.97 -0.89 0.41  C5 1.513, O16 1.334, O51 1.201
20 H -0.01 0.72 -0.49  N38 1.028
21 C -4.67 0.68 -0.22  C3 1.486, C31 1.394, C40 1.392
22 O -0.40 -2.33 0.26  C2 1.218
23 H -2.52 -1.84 0.47  C8 1.077
24 H 3.55 -4.40 0.79  C48 1.080
25 H 7.53 -3.20 -0.22  C27 1.080
26 C 2.27 -2.32 -0.19  C4 1.348, H30 1.082, C42 1.454
27 C 6.46 -3.02 -0.22  H25 1.080, C37 1.386, C46 1.384
28 H 4.22 -0.77 -1.36  C17 1.081
29 H 5.98 -4.83 0.81  C37 1.080
30 H 1.65 -3.20 -0.23  C26 1.082
31 C -3.74 1.67 -0.55  H10 1.079, C21 1.394, C35 1.377
32 H -10.63 -1.42 1.17  O16 0.971
33 H 4.03 1.08 1.96  C6 1.081
34 H 6.38 4.49 0.97  C18 1.080
35 C -2.39 1.38 -0.55  C31 1.377, C43 1.397, H54 1.080
36 H 2.97 3.49 -1.41  C47 1.080
37 C 5.59 -3.93 0.36  C27 1.386, H29 1.080, C48 1.380
38 N -0.56 -0.10 -0.20  C2 1.350, H20 1.028, C43 1.391
39 H 6.63 -1.18 -1.30  C46 1.080
40 C -4.22 -0.58 0.16  C8 1.381, C21 1.392, H52 1.081
41 C 5.29 2.75 1.57  C6 1.383, C18 1.386, H50 1.080
42 C 3.71 -2.53 -0.23  C17 1.398, C26 1.454, C48 1.398
43 C -1.94 0.11 -0.19  C8 1.394, C35 1.397, N38 1.391
44 O 1.26 1.79 -0.74  C45 1.224
45 C 2.22 1.32 -0.15  C11 1.488, O44 1.224, N49 1.357
46 C 5.96 -1.88 -0.83  C17 1.383, C27 1.384, H39 1.080
47 C 3.64 3.29 -0.58  C11 1.393, C13 1.382, H36 1.080
48 C 4.23 -3.69 0.34  H24 1.080, C37 1.380, C42 1.398
49 N 2.36 0.02 0.21  C4 1.409, H15 1.015, C45 1.357
50 H 5.93 2.54 2.41  C41 1.080
51 O -8.35 -1.81 0.86  C19 1.201
52 H -4.91 -1.34 0.47  C40 1.081
53 H -8.58 1.18 -0.03  C5 1.096
54 H -1.67 2.14 -0.81  C35 1.080

Summary:
- net charge = 0
- structure (SMILES) = O=C(O)CNC(=O)c1ccc(NC(=O)/C(=C/c2ccccc2)NC(=O)c2ccccc2)cc1
- energy above the lowest of the compared OMol25 structures with the same formula, charge and spin (eV) = 0.000
- energy (eV) = -40975.772
- orbital gap (eV) = 8.11
- E_LUMO (eV) = -0.2